# 1
C4H6N4 | wB97M-V/def2-TZVPD

Energy above the lowest of the compared OMol25 structures with the same formula, charge and spin, kcal/mol: 110.96
Highest occupied orbital energy, eV: -8.165
Structure (SMILES): C1=C\N/N=C\C\N=N/1
LUMO, eV: -0.41

Cartesian coordinates (Å):
1 C 0.261 0.944 1.038
2 C 0.592 1.598 -0.300
3 C 0.258 -1.445 -0.649
4 C -0.687 -1.538 0.353
5 H 0.481 1.656 1.883
6 H 0.863 0.009 1.284
7 H 0.412 2.607 -0.369
8 H 1.162 -0.743 -2.286
9 H 0.641 -2.406 -0.968
10 H -1.064 -2.522 0.769
11 N 0.861 0.951 -1.377
12 N 0.977 -0.420 -1.367
13 N -1.437 -0.598 1.091
14 N -1.121 0.644 1.230

=====

# 2
C10H17N2O2Si | wB97M-V/def2-TZVPD

Charge: +1
Energy above the lowest of the compared OMol25 structures with the same formula, charge and spin, kcal/mol: 0.00
Highest occupied orbital energy, eV: -12.246
LUMO, eV: -3.21

Cartesian coordinates (Å):
1 C -1.235 2.884 -3.494
2 C -0.400 2.006 -4.087
3 C -1.789 2.536 -2.268
4 C -0.160 0.738 -3.578
5 C -1.574 1.342 -1.701
6 C -0.779 0.332 -2.318
7 C 0.467 -0.007 2.536
8 C 0.723 0.262 3.955
9 C 1.356 -1.081 -0.122
10 C 1.609 -1.702 1.155
11 N 1.184 -1.251 2.293
12 N 0.356 -0.869 4.817
13 O 0.244 -2.272 -2.820
14 O -1.601 -2.146 -0.823
15 Si -0.554 -1.392 -1.756
16 H -1.443 3.924 -3.895
17 H 0.140 2.323 -4.918
18 H -2.457 3.309 -1.744
19 H 0.595 0.011 -4.021
20 H -1.878 1.216 -0.699
21 H -0.522 -0.294 2.554
22 H 0.790 0.763 1.791
23 H 1.786 0.471 4.070
24 H 0.296 1.177 4.374
25 H 2.048 -1.371 -0.853
26 H 0.930 -0.048 0.020
27 H 2.204 -2.620 1.025
28 H 1.282 -1.689 3.140
29 H 0.573 -0.530 5.712
30 H -0.636 -1.130 4.654
31 H 0.281 -3.213 -2.926
32 H -1.837 -1.681 -0.074

=====

Repeat the first record exactly.
C4H6N4 | wB97M-V/def2-TZVPD

Energy above the lowest of the compared OMol25 structures with the same formula, charge and spin, kcal/mol: 110.96
Highest occupied orbital energy, eV: -8.165
Structure (SMILES): C1=C\N/N=C\C\N=N/1
LUMO, eV: -0.41

Cartesian coordinates (Å):
1 C 0.261 0.944 1.038
2 C 0.592 1.598 -0.300
3 C 0.258 -1.445 -0.649
4 C -0.687 -1.538 0.353
5 H 0.481 1.656 1.883
6 H 0.863 0.009 1.284
7 H 0.412 2.607 -0.369
8 H 1.162 -0.743 -2.286
9 H 0.641 -2.406 -0.968
10 H -1.064 -2.522 0.769
11 N 0.861 0.951 -1.377
12 N 0.977 -0.420 -1.367
13 N -1.437 -0.598 1.091
14 N -1.121 0.644 1.230

=====

Q: Among the records above, which one has the lowest highest occupied orbital energy?
A: C10H17N2O2Si

=====

Q: Which formula does entry 2 have?
A: C10H17N2O2Si